Entry 1:
A molecular structure, C42H58F9GaO33P, computed with ωB97M-V with the def2-TZVPD basis set.

```
144
Properties=species:S:1:pos:R:3
C -2.50189 4.05692 3.62977
O -1.51560 3.63330 2.72076
C -0.29315 4.35356 2.76679
C 0.84503 3.47018 3.28419
C 2.20115 3.68278 2.60221
C 2.18371 3.36981 1.09896
C 2.12699 1.85247 0.81724
C 0.77999 1.34103 0.28384
C 0.89487 0.07000 -0.57253
Ga 0.47725 -1.61727 0.41111
C -1.47293 -1.99265 0.74045
C -2.04270 -1.46870 2.08647
C -3.17649 -0.48607 1.84349
O -4.03002 -0.36488 3.00752
C -3.57386 0.35525 4.05089
C -3.77075 -0.35910 5.36175
O -3.08240 1.44763 3.95131
C 1.59396 -1.80854 2.14591
C 2.83461 -2.46086 1.76594
O 3.86695 -1.93409 1.40618
O 2.74526 -3.84120 1.78206
P 1.23626 -3.31613 -1.13851
O 0.53011 -3.24113 -2.48695
H -3.26640 3.27942 3.65925
H -2.08985 4.18169 4.64201
H -2.95161 5.01200 3.32073
H -0.08594 4.71872 1.75617
H -0.39630 5.23541 3.41305
H 0.93619 3.64606 4.36147
H 0.55369 2.42081 3.15826
H 2.90464 2.97267 3.05731
H 2.61016 4.67825 2.80459
H 1.32480 3.84146 0.61281
H 3.08237 3.79348 0.63855
H 2.90503 1.58387 0.09482
H 2.38529 1.32403 1.74368
H 0.09493 1.18084 1.12713
H 0.33636 2.15053 -0.31304
H 1.90757 -0.04007 -0.98362
H 0.21911 0.08677 -1.42967
H -2.04324 -1.57794 -0.09929
H -1.60636 -3.08007 0.69915
H -1.27789 -1.00940 2.71163
H -2.46837 -2.30470 2.65466
H -3.83485 -0.85176 1.05301
H -2.80640 0.50178 1.55186
H -4.00303 0.36448 6.14405
H -4.54217 -1.12492 5.29147
H -2.82307 -0.85563 5.59526
H 1.01394 -2.39939 2.85473
H 1.82292 -0.82951 2.57080
H 3.27678 -4.17105 1.04397
H 1.21048 -4.64866 -0.62964
H 2.64248 -3.18182 -1.36219
C 5.11842 5.61133 5.69501
C 4.58776 5.70209 7.11244
O 3.29008 6.21527 6.91635
C 2.87181 5.85827 5.66363
O 1.75594 5.92818 5.28023
O 3.92492 5.40121 4.94562
F 5.30106 6.56006 7.88342
H 5.57585 6.55819 5.40216
H 5.81178 4.79244 5.52946
H 4.51793 4.74589 7.63471
C -1.50615 -4.68156 -4.18023
C -2.70989 -5.59948 -4.16120
O -3.78347 -4.69417 -4.38727
C -3.29372 -3.62965 -5.06769
O -3.98449 -2.81054 -5.59778
O -1.95994 -3.63577 -5.06715
F -2.89428 -6.21457 -2.97264
H -1.29149 -4.25343 -3.19884
H -0.59873 -5.12803 -4.57128
H -2.72933 -6.35927 -4.94571
C 0.38925 -0.58064 -5.30048
C -0.39965 0.64255 -4.86645
O 0.57472 1.67067 -4.94146
C 1.50849 1.30279 -5.85043
O 2.32578 2.03277 -6.31557
O 1.37652 -0.00003 -6.16514
F -0.83592 0.50913 -3.60156
H 0.87236 -1.04098 -4.43607
H -0.19465 -1.32097 -5.83856
H -1.23705 0.90802 -5.51479
C 0.88296 -2.25569 7.74475
C -0.23060 -3.26056 7.52181
O -0.96957 -2.66112 6.48026
C -0.13136 -1.84288 5.77388
O -0.40042 -1.34313 4.73606
O 1.02737 -1.68114 6.44590
F -1.03156 -3.40154 8.60898
H 0.57033 -1.47928 8.44405
H 1.81961 -2.69317 8.07470
H 0.09642 -4.25267 7.20574
C -5.59114 -0.90439 -3.80105
C -5.87090 -0.49386 -2.36832
O -6.14065 0.88885 -2.49820
C -6.60308 1.12009 -3.75611
O -7.13079 2.11882 -4.11346
O -6.38339 0.03497 -4.53524
F -4.80536 -0.67310 -1.55742
H -4.53793 -0.76126 -4.04310
H -5.88873 -1.91807 -4.04703
H -6.73753 -0.97817 -1.91356
C -5.63192 -1.84582 -8.14175
C -6.76499 -2.73172 -8.61916
O -7.32958 -1.97206 -9.66662
C -6.35983 -1.15434 -10.17074
O -6.44472 -0.56479 -11.19466
O -5.29642 -1.13612 -9.33974
F -7.70385 -2.94931 -7.66677
H -5.99039 -1.14336 -7.38687
H -4.77548 -2.38893 -7.76007
H -6.45042 -3.69922 -9.01641
C 3.24621 1.11523 -9.36313
C 2.17516 0.20947 -9.94056
O 1.71764 0.95270 -11.05241
C 2.72939 1.76578 -11.46799
O 2.74919 2.34000 -12.50495
O 3.70304 1.80414 -10.53486
F 1.14866 -0.00579 -9.08633
H 2.81533 1.82429 -8.65712
H 4.06982 0.58769 -8.89293
H 2.53581 -0.75992 -10.29131
C 6.68827 -3.41696 0.28975
C 7.07311 -2.41006 -0.77387
O 8.03151 -3.12728 -1.53575
C 7.77605 -4.45634 -1.40048
O 8.25100 -5.30690 -2.07837
O 6.90328 -4.66011 -0.39169
F 7.65814 -1.30113 -0.26489
H 7.36939 -3.34657 1.13955
H 5.65960 -3.31895 0.62622
H 6.25455 -2.10519 -1.42718
C 0.56078 3.23642 9.65976
C 0.44924 2.94925 8.17176
O 1.34425 1.86387 8.01746
C 1.44251 1.21010 9.20175
O 1.93067 0.13620 9.33420
O 0.89881 1.95240 10.19222
F 0.86365 3.98724 7.41606
H 1.38157 3.93167 9.84310
H -0.35361 3.60289 10.11513
H -0.54062 2.63938 7.83250
```

For the HOMO-LUMO gap, the calculation gives 7.170 eV. As for the largest force on an atom: 0.0177 hartree/bohr. The value obtained for the total energy is -7283.2798 hartree. The HOMO energy is -5.72 eV. The calculation puts the LUMO energy at 1.45 eV. For the molar mass, the calculation gives 1362.57 g/mol. The spin multiplicity is 1. Its charge is -1.


Entry 2:
A molecular structure, C42H58N6NdP2S, computed with ωB97M-V with the def2-TZVPD basis set.

```
110
Properties=species:S:1:pos:R:3
Nd -1.08373 -0.68349 0.52966
C 4.33408 -3.25864 2.17644
C 4.49511 -1.90979 1.55233
C 5.77593 -1.42082 1.31660
C 5.99052 -0.15716 0.79696
C 4.91249 0.64704 0.46696
C 3.63128 0.16918 0.65793
C 3.40969 -1.09519 1.20559
P 1.63779 -1.51532 1.38049
C 1.59532 -3.20208 0.64832
C 1.40387 -4.37019 1.37982
C 1.32292 -5.59501 0.74048
C 1.41126 -5.66129 -0.63775
C 1.58909 -4.50128 -1.37154
C 1.68139 -3.26422 -0.75136
C 1.84531 -2.01967 -1.57776
C 1.31322 -1.48252 3.16746
C 2.29195 -1.01589 4.04542
C 1.97651 -0.67526 5.34359
C 0.66075 -0.76788 5.77701
C -0.32372 -1.19592 4.91302
C -0.04003 -1.57275 3.59056
C -1.09203 -2.05969 2.68448
H 5.21375 -3.50975 2.76625
H 4.21991 -4.02302 1.40765
H 3.45894 -3.28480 2.82034
H 6.62160 -2.04420 1.56844
H 6.99951 0.20084 0.65967
H 5.07355 1.63478 0.06061
H 2.76862 0.76760 0.38940
H 1.33006 -4.31855 2.45778
H 1.19071 -6.49582 1.31847
H 1.33472 -6.61334 -1.14291
H 1.65414 -4.56101 -2.45267
H 1.89273 -2.26517 -2.63888
H 2.76762 -1.50335 -1.31007
H 1.00872 -1.31216 -1.39747
H 3.31071 -0.90648 3.70457
H 2.74283 -0.31341 6.01145
H 0.40950 -0.49408 6.79205
H -1.34226 -1.25977 5.27261
H -2.02811 -2.21631 3.24036
H -0.79059 -3.02769 2.25066
N -0.06628 1.14837 -0.08500
P -0.90027 2.43910 0.01642
N -2.01086 2.82480 -1.23832
C -1.39489 2.71481 -2.54100
C -1.49123 1.29473 -3.10458
C -2.95381 0.86442 -3.15742
C -3.56470 0.97138 -1.76429
C -3.38871 2.40451 -1.24711
N -1.99720 2.59961 1.33780
C -2.65085 3.87718 1.57545
C -1.98450 4.67778 2.69144
C -1.94825 3.84577 3.96960
C -1.17175 2.56393 3.68673
C -1.83837 1.80741 2.53710
N 0.09177 3.78695 0.01297
C 1.46207 3.48451 0.41426
C 2.25880 4.76300 0.61041
C 2.33471 5.50888 -0.72004
C 0.94494 5.63606 -1.37286
C -0.16868 5.12870 -0.45204
H -0.34516 3.00479 -2.43211
H -1.88907 3.41203 -3.23013
H -0.92541 0.61938 -2.44021
H -1.04275 1.27089 -4.09820
H -3.04902 -0.15455 -3.54251
H -3.50011 1.52778 -3.83140
H -3.04248 0.26365 -1.07288
H -4.62559 0.71588 -1.77669
H -3.80251 2.50169 -0.24297
H -3.94158 3.08101 -1.91464
H -3.69931 3.68944 1.84636
H -2.63415 4.44284 0.64475
H -2.53206 5.60890 2.84252
H -0.96231 4.91967 2.39641
H -2.96811 3.59452 4.27335
H -1.48432 4.40575 4.78145
H -1.12992 1.91611 4.56398
H -0.14976 2.81286 3.39297
H -2.83201 1.45816 2.86993
H -1.20435 0.92567 2.29594
H 1.94553 2.87204 -0.35646
H 1.43854 2.88533 1.33242
H 3.26156 4.51048 0.96206
H 1.78778 5.38291 1.37129
H 3.00323 4.95690 -1.38084
H 2.77671 6.49150 -0.55954
H 0.91705 5.06985 -2.30384
H 0.73644 6.67625 -1.62403
H -1.11468 5.12100 -0.99699
H -0.27022 5.82522 0.39102
C -0.65037 -4.29399 -5.87006
C -1.68042 -4.10032 -4.81588
C -3.01159 -4.39907 -4.95695
C -3.88768 -4.13987 -3.87656
N -3.44954 -3.62525 -2.74847
C -2.15727 -3.39614 -2.58523
S -1.51984 -2.96282 -1.10178
N -1.27627 -3.60582 -3.62370
C -5.32831 -4.47510 -3.95785
H -1.11953 -4.48703 -6.83013
H -0.01457 -5.14253 -5.61716
H -0.01561 -3.41294 -5.95637
H -3.38862 -4.81546 -5.87350
H -0.29894 -3.40393 -3.43709
H -5.70029 -4.39203 -4.97367
H -5.89871 -3.83840 -3.28893
H -5.46193 -5.50560 -3.63022
```

For the HOMO-LUMO gap (alpha / beta), the calculation gives 6.294 / 6.322 eV. As for the largest force on an atom: 0.0489 hartree/bohr. The value obtained for the total energy is -3605.9517 hartree. The HOMO energy (alpha / beta) is -9.24 / -9.26 eV. The calculation puts the LUMO energy (alpha / beta) at -2.95 / -2.94 eV. For the molar mass, the calculation gives 885.22 g/mol. The spin multiplicity is 4. As for the expectation value of S²: 3.755. Its charge is +1.


Entry 3:
A molecular structure, C42H59BrN4O2S3SbSiY, computed with ωB97M-V with the def2-TZVPD basis set.

```
114
Properties=species:S:1:pos:R:3
Y 1.22687 -1.19138 -0.01529
C -3.80317 3.27427 -4.22830
C -4.00690 1.87001 -3.64003
C -5.01979 1.97795 -2.49948
C -4.59495 0.94781 -4.71755
C -2.66400 1.31766 -3.16494
C -2.43602 0.94011 -1.86940
C -1.17619 0.42742 -1.46918
N -0.81229 0.04885 -0.22880
C -1.47811 0.33228 0.94374
C -2.35074 1.40340 1.16899
C -2.90602 1.62815 2.41598
C -2.58337 0.73566 3.44320
C -1.68775 -0.31679 3.29449
C -1.07604 -0.50721 2.03205
O -0.13418 -1.38389 1.82365
C -1.35965 -1.26756 4.45035
C -1.70299 -2.70406 4.02637
C 0.12868 -1.18603 4.83103
C -2.17011 -0.94902 5.70909
C -3.87185 2.79942 2.61051
C -4.25421 3.00311 4.07815
C -3.23440 4.10248 2.10765
C -5.15418 2.52989 1.80958
C -0.15800 0.18412 -2.46636
O 0.94438 -0.38358 -2.09437
C -0.39064 0.60770 -3.80568
C -1.61288 1.17054 -4.10182
C 0.67746 0.37222 -4.87567
C 0.27620 0.96440 -6.22843
C 0.86531 -1.14255 -5.06265
C 2.00876 1.02191 -4.46502
H -4.75792 3.68620 -4.56755
H -3.12101 3.25910 -5.08006
H -3.38496 3.94546 -3.47504
H -5.96006 2.38228 -2.88144
H -4.66248 2.64616 -1.71211
H -5.23028 1.00298 -2.05473
H -5.55373 1.33817 -5.07069
H -4.75601 -0.05405 -4.31418
H -3.92755 0.85990 -5.57681
H -3.22743 0.97805 -1.13680
H -2.54701 2.09481 0.35976
H -3.03276 0.88792 4.41270
H -1.15350 -2.97892 3.12734
H -2.77319 -2.79394 3.82173
H -1.44512 -3.40571 4.82590
H 0.76476 -1.39751 3.97432
H 0.34970 -1.91212 5.62015
H 0.37186 -0.19089 5.21504
H -3.24563 -1.02225 5.52789
H -1.94908 0.05139 6.09034
H -1.91228 -1.66801 6.49041
H -3.36966 3.16084 4.69959
H -4.80550 2.14798 4.47507
H -4.89597 3.88268 4.16968
H -2.30084 4.30145 2.63900
H -3.91368 4.94385 2.27192
H -3.01058 4.06064 1.04020
H -5.63461 1.61185 2.15509
H -4.93043 2.40966 0.74749
H -5.86360 3.35652 1.91882
H -1.80160 1.49080 -5.11804
H -0.63320 0.50339 -6.62168
H 1.07771 0.77988 -6.94733
H 0.12214 2.04527 -6.16696
H -0.04538 -1.58793 -5.47120
H 1.08431 -1.63216 -4.11537
H 1.68830 -1.34099 -5.75599
H 1.88198 2.10130 -4.34265
H 2.75917 0.85345 -5.24334
H 2.37701 0.60724 -3.52972
S -0.12776 -5.23853 -0.92121
Sb 2.04556 -5.13506 -2.09562
S 3.68812 -5.16979 -0.56857
S 0.29724 -3.29724 -1.60830
C 1.20649 1.82517 2.64453
C 2.54635 1.40811 2.11639
C 3.71288 1.96516 2.59990
C 4.92843 1.51866 2.07017
C 4.95017 0.57052 1.08183
C 3.72241 0.04335 0.58931
N 2.55258 0.47384 1.15382
N 3.57739 -0.87853 -0.37487
Si 4.78371 -1.17522 -1.57471
C 6.20975 -2.23648 -0.95971
C 3.99236 -2.07845 -3.01656
C 5.47361 0.45405 -2.23128
H 1.29446 2.71150 3.27218
H 0.76453 1.02139 3.23467
H 0.51645 2.03220 1.82547
H 3.67639 2.72338 3.36931
H 5.86173 1.92456 2.44458
H 5.88427 0.21163 0.67317
H 5.80864 -3.17710 -0.57084
H 6.80324 -1.76035 -0.17458
H 6.88565 -2.48083 -1.78552
H 4.19324 -3.15028 -2.95230
H 4.39522 -1.72169 -3.96940
H 2.91103 -1.91748 -3.03721
H 6.17868 0.93034 -1.54583
H 4.66203 1.16081 -2.42518
H 5.99498 0.27837 -3.17709
Br 3.01377 -5.71687 5.24077
C 2.63115 -4.62176 3.74393
C 1.44366 -4.78620 3.05894
C 1.20184 -3.94524 1.98670
N 2.05920 -3.00882 1.58700
C 3.20797 -2.88452 2.24793
C 3.54055 -3.66273 3.34332
H 0.72223 -5.53869 3.34095
H 0.28410 -4.03677 1.42232
H 3.90326 -2.14315 1.87428
H 4.48137 -3.52333 3.85473
```

For the HOMO-LUMO gap (alpha / beta), the calculation gives 6.627 / 5.855 eV. As for the largest force on an atom: 0.0103 hartree/bohr. The value obtained for the total energy is -6342.4314 hartree. The HOMO energy (alpha / beta) is -4.36 / -4.84 eV. The calculation puts the LUMO energy (alpha / beta) at 2.27 / 1.01 eV. For the molar mass, the calculation gives 1066.82 g/mol. The spin multiplicity is 2. As for the expectation value of S²: 0.784. Its charge is -1.